ORCA calculation (ωB97M-V/def2-TZVPD) on a molecular structure, C10H16GaN2PSe.

Output
HOMO (spin up / spin down) in eV: -4.15 / -4.28
Molar mass in u: 343.909
Frontier orbital gap (spin up / spin down) in eV: 4.5 / 4.8
Lowest unoccupied orbital energy (spin up / spin down) in eV: 0.38 / 0.56
Energy above the lowest of the compared OMol25 structures with the same formula, charge and spin in kJ/mol: 49.4
Multiplicity: 1

Geometry (Å):
C (0.88468, -0.28252, -3.14848)
C (-0.37535, 0.26623, -3.63442)
C (-0.24342, 1.72842, -3.59970)
C (0.89600, 1.97594, -2.70776)
C (1.63271, 0.73356, -2.61572)
Ga (-0.87885, 1.25879, -1.94716)
P (0.59714, -2.15099, -0.30246)
H (1.17006, -1.32658, -3.22276)
H (-1.06616, -0.26017, -4.28233)
H (-0.84813, 2.45487, -4.13820)
H (2.65699, 0.66596, -2.24348)
H (1.30029, 2.97123, -2.52960)
H (1.90584, -2.26708, 0.23488)
H (0.85789, -3.10119, -1.32076)
H (0.04941, -3.12131, 0.56058)
C (1.26414, 1.65016, 1.50144)
N (0.34406, 0.67465, 2.05693)
C (0.62464, -0.11866, 3.16303)
C (-0.44211, -0.93088, 3.35977)
N (-1.37131, -0.63625, 2.37204)
C (-2.64536, -1.30790, 2.21269)
C (-0.89209, 0.35336, 1.55754)
Se (-1.92556, 1.21860, 0.24989)
H (0.71144, 2.33419, 0.84917)
H (2.05967, 1.15089, 0.92663)
H (1.72613, 2.21322, 2.32450)
H (1.54788, -0.03150, 3.70835)
H (-0.63279, -1.68668, 4.10105)
H (-2.48602, -2.37991, 2.03808)
H (-3.25250, -1.18019, 3.11802)
H (-3.16933, -0.86826, 1.35824)

=====

ORCA calculation (ωB97M-V/def2-TZVPD) on a molecular structure, C10H16INO5PtS2.

Output
HOMO in eV: -7.88
Molar mass in u: 616.356
Frontier orbital gap in eV: 7.8
Lowest unoccupied orbital energy in eV: -0.09
Energy above the lowest of the compared OMol25 structures with the same formula, charge and spin in kJ/mol: 106.5
Multiplicity: 1

Geometry (Å):
Pt (0.35720, -0.47583, 0.68859)
C (1.53041, 1.99498, -2.13732)
S (-0.21117, 1.73547, -1.77107)
C (-0.64274, 0.55967, -3.06779)
H (2.08300, 1.06360, -2.01267)
H (1.90448, 2.71010, -1.40699)
H (1.66929, 2.39925, -3.13889)
H (-0.92412, 1.05754, -3.99416)
H (-1.47161, -0.05084, -2.71263)
H (0.19979, -0.10533, -3.25360)
C (2.80882, 2.41617, 2.25443)
O (2.19740, 1.42890, 1.41868)
C (1.03845, 0.91014, 1.89245)
O (0.54292, 1.29665, 2.92333)
H (3.75705, 2.65777, 1.78252)
H (2.97094, 2.02473, 3.25731)
H (2.18048, 3.30398, 2.32317)
I (-0.51972, -2.52821, 3.31288)
C (-1.90762, -1.28693, 2.39182)
C (-3.25191, -1.42373, 2.70126)
C (-4.17167, -0.58228, 2.10841)
C (-3.72181, 0.39189, 1.23233)
C (-2.37260, 0.47034, 0.96627)
N (-1.47489, -0.36030, 1.52780)
H (-3.55664, -2.18657, 3.40184)
H (-5.22472, -0.68332, 2.33465)
H (-4.39769, 1.08400, 0.75173)
H (-1.95619, 1.20888, 0.29596)
C (1.76153, -2.47145, -2.65812)
S (1.41991, -2.35192, -0.91675)
O (-0.04737, -2.12698, -0.77887)
O (1.93004, -3.52966, -0.28868)
O (2.03927, -1.05707, -0.45088)
H (0.82505, -2.71226, -3.15530)
H (2.49040, -3.26210, -2.80800)
H (2.14607, -1.51927, -3.01369)

=====

ORCA calculation (ωB97M-V/def2-TZVPD) on C10H16N2 in the gas phase.

Output
HOMO in eV: -11.46
SMILES string: CC(C)C(C)(C)C(C)(C#N)C#N
Molar mass in u: 164.252
Frontier orbital gap in eV: 12.1
Lowest unoccupied orbital energy in eV: 0.61
Energy above the lowest of the compared OMol25 structures with the same formula, charge and spin in kJ/mol: 23.2
Multiplicity: 1

Geometry (Å):
N (3.08987, 1.35837, 0.25759)
N (0.25679, 2.07892, 3.17825)
C (1.93326, 1.41944, 0.45467)
C (0.44311, 1.71492, 2.10123)
C (-0.19322, 2.40800, -0.14471)
C (-1.04514, -1.82831, -1.30880)
C (1.04384, -0.60992, -1.83965)
C (0.68987, -1.25588, 1.16101)
C (-1.55367, -0.27918, 1.12973)
C (0.49276, 1.32690, 0.70450)
C (-0.27178, -0.50053, -1.07158)
C (-0.12394, -0.14498, 0.44977)
H (0.10191, 2.33625, -1.22900)
H (-1.26067, 2.30246, -0.09703)
H (0.01952, 3.43025, 0.20257)
H (-0.48886, -2.69414, -0.91512)
H (-2.04916, -1.88349, -0.86654)
H (-1.20983, -1.97805, -2.40376)
H (0.81072, -0.85006, -2.85210)
H (1.65016, -1.40785, -1.41230)
H (1.60960, 0.31739, -1.89103)
H (0.31491, -2.22914, 0.98680)
H (1.74478, -1.25682, 0.90873)
H (0.63423, -1.11882, 2.18732)
H (-1.85124, -1.32280, 1.23964)
H (-1.60799, 0.13919, 2.15323)
H (-2.32261, 0.20606, 0.46217)
H (-0.85720, 0.32179, -1.54562)